1.
Below is a molecular structure, C7H8O2, with properties calculated with ωB97M-V/def2-TZVPD.

Atoms and positions in Å:
C 1.444026 0.396994 1.449872
C 0.150398 0.170636 0.571118
C -0.409336 -1.236818 0.566754
C -0.929028 -1.226192 -1.619406
C 0.250485 -0.509525 -1.842869
C 0.292829 0.613830 -0.744869
C -0.806657 1.260835 -0.018807
H 2.331008 -0.656342 1.601939
H 0.468164 -2.108561 0.019056
H -0.685498 -1.872140 1.653247
H -1.787234 -1.772243 -2.208951
H 0.858150 -0.716779 -2.833226
H 1.178391 1.361986 -0.677071
H -1.784184 1.014308 -0.429617
H -0.761310 2.418143 0.377141
O 1.737141 1.571825 1.858505
O -1.708865 -0.882692 -0.317666

Forces on atoms 1 to 2 (eV/Å):
1.4 3.1 1.1
0.3 -2.3 4.9

frontier orbital gap	9.72	eV
lowest unoccupied orbital energy	0.68	eV
HOMO level	-9.045	eV
charge	0

2.
Below is a molecular structure, C7H8O2, with properties calculated with ωB97M-V/def2-TZVPD.

Atoms and positions in Å:
C -0.951214 -0.397401 -2.626563
C 0.190331 -0.203546 -1.947992
C 0.220438 0.079827 -0.463848
C -0.168494 1.406224 0.148579
C 0.850724 0.774013 1.236893
C 0.093466 -0.553589 1.804095
C -0.339121 -1.040704 0.473203
H -1.849934 -0.402079 -2.086236
H -1.079479 -0.519329 -3.729623
H 1.158896 0.002829 -2.450522
H -1.214183 1.520255 0.426784
H 0.214766 2.218975 -0.378805
H 1.582025 1.379003 1.881543
H 0.407297 -0.996585 2.733090
H -0.591757 -2.075251 0.188518
O 1.525396 0.233078 0.085906
O -1.275946 -0.422673 1.372725

Forces on atoms 1 to 2 (eV/Å):
1.5 0.0 -0.8
0.0 1.0 -0.7

frontier orbital gap	10.28	eV
lowest unoccupied orbital energy	1.02	eV
HOMO level	-9.257	eV
charge	0

3.
Below is a single C7H8O2 molecule, with properties calculated with ωB97M-V/def2-TZVPD.

Atoms and positions in Å:
C -0.689162 -1.185499 0.071231
C 3.010134 0.040006 -0.143910
C 1.975055 -0.524206 0.398464
C -2.022137 -0.530224 -0.234506
C -1.745934 0.814763 0.316873
C -0.268410 1.132386 -0.047186
C 0.358734 -0.165169 -0.158950
O -0.517681 -2.293494 0.498144
O 0.168808 0.655138 -1.279044
H 3.991013 -0.287928 0.284876
H 3.027241 0.743778 -1.028535
H 1.835017 -1.174377 1.202999
H -2.028126 -0.600876 -1.363694
H -3.002144 -0.942966 0.163579
H -2.407014 1.474721 -0.248548
H -1.815642 0.799875 1.349848
H 0.130249 2.044069 0.218354

Forces on atoms 1 to 2 (eV/Å):
-1.2 -1.4 0.0
2.3 0.2 -0.6

SMILES	C=C[C@]12O[C@H]1CCC2=O
frontier orbital gap	10.27	eV
lowest unoccupied orbital energy	0.95	eV
HOMO level	-9.324	eV
charge	0

4.
Below is a single C7H8O2S molecule, with properties calculated with ωB97M-V/def2-TZVPD.

Atoms and positions in Å:
C 1.000546 1.447891 0.500555
C 1.980099 0.555927 0.327153
C -0.283885 1.103333 0.078886
C -0.618455 -0.865752 -0.615376
C 1.862511 -0.865145 -0.202042
C 0.511182 -1.587744 -0.034968
C -2.456164 0.977823 -0.607664
O -2.430207 -0.746464 1.378932
O -1.397241 1.770929 -0.083281
S -2.288754 -0.812608 -0.057315
H 1.290635 2.439453 0.911929
H 2.870469 0.728848 0.881275
H 2.105277 -0.795093 -1.343076
H 2.638205 -1.535065 0.190334
H 0.534119 -1.827935 1.110715
H 0.369691 -2.557405 -0.452460
H -3.312015 1.415273 -0.358978
H -2.376013 1.153737 -1.624627

Forces on atoms 1 to 2 (eV/Å):
0.4 2.4 0.1
-0.8 -2.6 1.0

frontier orbital gap (spin up / spin down)	6.61 / 6.61	eV
lowest unoccupied orbital energy (spin up / spin down)	-0.97 / -0.97	eV
HOMO level (spin up / spin down)	-7.579 / -7.580	eV
charge	0

5.
Below is a molecular structure, C7H8O2S, with properties calculated with ωB97M-V/def2-TZVPD.

Atoms and positions in Å:
C -3.019359 -0.659786 1.199203
C -2.126314 -0.626828 0.438256
C -0.033710 -1.812301 -0.308298
C 1.233618 -1.711212 -0.027120
C -0.941547 -0.518802 -0.399085
C 0.273450 0.872857 0.323031
C 0.296690 2.018475 -0.580646
O 2.417326 0.007370 1.628459
O 2.624254 0.418695 -0.773745
S 1.816154 -0.047638 0.300006
H -4.081093 -0.752906 1.601561
H -0.709976 -2.749831 -0.443171
H 1.995710 -2.460934 -0.258350
H -0.852810 -0.081907 -1.359395
H -0.088210 1.101960 1.293448
H 0.738166 1.690551 -1.524109
H 1.046399 2.796799 -0.284884
H -0.588748 2.515436 -0.825157

Forces on atoms 1 to 2 (eV/Å):
-5.2 -0.5 2.2
3.1 0.8 -2.9

frontier orbital gap	10.21	eV
lowest unoccupied orbital energy	0.51	eV
HOMO level	-9.701	eV
charge	0

6.
Below is a single C7H8S molecule, with properties calculated with ωB97M-V/def2-TZVPD.

Atoms and positions in Å:
C 3.845613 -0.629892 -0.428416
C 2.509651 -0.459913 -0.220873
C 1.301100 -0.207585 0.526997
C 0.052879 0.391532 -0.009291
C -1.239615 1.177329 0.047914
C -2.281268 0.058611 -0.494899
C -0.121888 -0.835001 0.849460
H 4.888101 -1.291155 -0.704425
H 1.721038 0.405657 1.303061
H 0.068303 0.038218 -1.091626
H -1.623333 1.503428 1.008856
H -1.320709 1.781167 -0.824548
H -2.318793 0.297464 -1.573000
H -3.306722 0.117671 -0.118936
H -0.629313 -0.555365 1.820025
S -1.545043 -1.792162 -0.090293

Forces on atoms 1 to 2 (eV/Å):
-6.7 -1.3 0.7
9.8 -2.5 -1.9

SMILES	C#C[C@H]1[C@@H]2CCS[C@@H]12
frontier orbital gap	9.10	eV
lowest unoccupied orbital energy	0.42	eV
HOMO level	-8.683	eV
charge	0

The records above give, respectively, energy above the lowest of the compared OMol25 structures with the same formula, charge and spin values of 8.725, 4.361, 3.265, 6.670, 4.664, 7.376 eV.